Molecular formula: C3H4N2O2
Method: DFT, the ωB97M-V functional and the def2-TZVPD basis

Its net charge is 0. The max |F| comes out at 4.6 eV/Å. The total energy is -10248.342 eV. Its SMILES is N=C=CO.N=C=O. Its orbital gap is 8.257 eV. The LUMO energy comes out at 0.29 eV. For the energy relative to the best compared isomer or geometry (same formula, charge and spin), the calculation gives 378.5 kJ/mol.

```
11
Properties=species:S:1:pos:R:3:lowdin_charge:R:1
N -0.491 -0.446 -2.025 0.118
C -0.506 0.074 -0.948 -0.215
C -0.816 0.598 0.232 -0.237
O -0.448 1.787 0.764 -0.057
H 0.238 -1.249 -2.238 0.124
H -1.620 0.152 0.812 0.118
H 0.222 2.352 0.221 0.152
N 3.520 0.447 1.205 0.167
C 3.171 -0.419 0.435 -0.446
O 2.808 -1.257 -0.249 0.161
H 3.550 1.481 1.388 0.116
```

=====

Molecular formula: C6H11NO3
Method: DFT, the ωB97M-V functional and the def2-TZVPD basis

Its net charge is 0. The max |F| comes out at 3.5 eV/Å. The total energy is -14030.014 eV. Its SMILES is [H]/N=C/O[C@H]1O[C@]1(CC)OC. Its orbital gap is 10.478 eV. The LUMO energy comes out at 0.91 eV. For the energy relative to the best compared isomer or geometry (same formula, charge and spin), the calculation gives 411.4 kJ/mol.

```
21
Properties=species:S:1:pos:R:3:lowdin_charge:R:1
H 1.678 -1.995 1.910 0.107
N 1.265 -1.069 1.568 0.121
C 2.145 -0.492 0.903 -0.313
O 1.913 0.702 0.316 0.039
C 0.569 1.048 0.506 -0.346
O -0.024 1.481 -0.605 0.102
C -0.523 0.248 -0.040 -0.453
C -0.345 -0.951 -0.972 -0.130
C 0.460 -0.717 -2.250 -0.076
O -1.788 0.168 0.409 -0.076
C -2.291 1.209 1.247 -0.064
H 3.246 -0.763 0.703 0.163
H 0.389 1.598 1.415 0.156
H 0.034 -1.746 -0.355 0.089
H -1.426 -1.169 -1.215 0.139
H 0.343 -1.590 -3.047 0.118
H 1.505 -0.575 -2.142 0.052
H 0.005 0.070 -2.751 0.044
H -1.680 1.166 2.252 0.123
H -3.434 1.136 1.240 0.116
H -2.041 2.242 0.909 0.089
```

=====

Molecular formula: C37H36BrInN4OP2
Method: DFT, the ωB97M-V functional and the def2-TZVPD basis

Its net charge is +2. The max |F| comes out at 4.1 eV/Å. The total energy is -140742.774 eV. Its orbital gap is 7.131 eV. The LUMO energy comes out at -5.38 eV. For the energy relative to the best compared isomer or geometry (same formula, charge and spin), the calculation gives 0.0 kJ/mol.

```
82
Properties=species:S:1:pos:R:3:lowdin_charge:R:1
In -0.252 0.441 0.515 0.742
C -2.354 2.672 -0.756 -0.237
P -2.477 0.859 -0.554 1.049
C -3.912 0.525 0.383 -0.415
C -3.818 0.208 1.728 -0.099
C -4.969 0.142 2.511 -0.037
C -6.217 0.319 1.901 -0.038
C -6.247 0.476 0.532 -0.069
C -5.124 0.458 -0.243 -0.085
C -2.268 0.006 -2.169 -0.337
C -1.478 0.664 -3.069 -0.094
C -1.080 0.070 -4.253 -0.024
C -1.577 -1.223 -4.472 -0.080
C -2.319 -1.927 -3.580 -0.064
C -2.734 -1.291 -2.402 -0.072
C -1.008 3.076 -1.034 -0.415
C -0.404 3.942 -1.956 -0.024
C 0.975 3.738 -1.856 -0.026
C 1.192 2.777 -0.864 -0.392
C 2.487 2.204 -0.451 -0.242
P 2.347 0.356 -0.312 1.069
C 3.601 -0.306 0.909 -0.344
C 4.552 -1.279 0.545 -0.086
C 5.441 -1.715 1.503 -0.070
C 5.494 -1.166 2.798 -0.050
C 4.546 -0.231 3.131 -0.073
C 3.606 0.215 2.201 -0.106
C 2.649 -0.270 -1.935 -0.384
C 3.736 0.096 -2.742 -0.061
C 3.920 -0.595 -3.896 -0.071
C 3.028 -1.567 -4.234 -0.057
C 1.878 -1.870 -3.497 -0.045
C 1.701 -1.207 -2.307 -0.119
N -0.017 2.398 -0.342 -0.123
H -2.704 3.070 0.206 0.107
H -3.142 3.064 -1.396 0.124
H -2.854 0.123 2.170 0.077
H -4.905 -0.025 3.583 0.118
H -7.190 0.303 2.419 0.132
H -7.226 0.574 -0.012 0.142
H -5.148 0.442 -1.341 0.131
H -1.133 1.653 -2.859 0.089
H -0.668 0.674 -5.045 0.123
H -1.353 -1.720 -5.426 0.126
H -2.648 -2.973 -3.699 0.129
H -3.382 -1.741 -1.693 0.094
H -0.873 4.579 -2.671 0.111
H 1.714 4.364 -2.311 0.110
H 2.881 2.676 0.480 0.107
H 3.233 2.428 -1.286 0.112
H 4.594 -1.770 -0.475 0.135
H 6.118 -2.515 1.255 0.112
H 6.295 -1.481 3.462 0.120
H 4.460 0.172 4.179 0.131
H 2.956 1.037 2.417 0.088
H 4.382 0.986 -2.477 0.139
H 4.756 -0.441 -4.592 0.134
H 3.323 -2.192 -5.024 0.103
H 1.270 -2.711 -3.879 0.127
H 0.936 -1.480 -1.633 0.063
Br 2.312 -4.774 1.474 0.855
C 0.710 -3.887 1.140 -0.654
C -0.518 -4.537 0.852 -0.035
C -1.618 -3.729 0.630 -0.007
C -1.529 -2.312 0.700 -0.094
N -0.315 -1.765 0.934 -0.036
C 0.790 -2.517 1.143 -0.174
H -0.633 -5.618 0.823 0.130
H -2.592 -4.148 0.428 0.121
H -2.415 -1.764 0.569 0.064
H 1.663 -1.925 1.334 0.080
C -0.041 0.676 5.287 -0.036
N -0.369 1.865 4.521 0.053
C -0.256 1.868 3.186 -0.544
N -0.418 3.006 2.494 0.215
O -0.015 0.771 2.589 -0.095
H -0.495 -0.235 4.817 0.105
H -0.561 0.789 6.271 0.112
H 1.010 0.583 5.465 0.082
H -0.773 2.671 4.933 0.145
H -0.356 3.943 2.840 0.131
H -0.167 2.952 1.489 0.077
```

=====

Molecular formula: C2H11N5
Method: DFT, the ωB97M-V functional and the def2-TZVPD basis

Its net charge is 0. The max |F| comes out at 2.0 eV/Å. The total energy is -9700.747 eV. Its SMILES is [H]/N=C\NC.NNN. Its orbital gap is 10.160 eV. The LUMO energy comes out at 1.11 eV. For the energy relative to the best compared isomer or geometry (same formula, charge and spin), the calculation gives 257.4 kJ/mol.

```
18
Properties=species:S:1:pos:R:3:lowdin_charge:R:1
H 2.147 2.231 -0.086 0.031
N 1.552 1.871 0.660 0.061
C 1.322 0.628 0.586 -0.388
N 1.642 -0.228 -0.439 -0.080
C 1.469 -1.661 -0.349 -0.110
H 0.742 0.165 1.377 0.105
H 2.318 0.100 -1.114 0.128
H 0.558 -1.855 0.218 0.054
H 2.307 -2.160 0.148 0.077
H 1.341 -2.076 -1.349 0.082
N -1.644 -0.777 0.610 -0.041
N -1.583 0.154 -0.449 -0.239
N -2.496 1.233 -0.265 -0.025
H -2.512 -1.298 0.511 0.070
H -1.681 -0.311 1.522 0.067
H -0.579 0.422 -0.647 0.086
H -2.826 1.542 -1.172 0.059
H -2.078 2.019 0.236 0.064
```